No. 1
The following is a quantum chemistry calculation of a structure of composition C2H10O3Rb in a non-equilibrium geometry, from the Open Molecules 2025 dataset.

The charge is +1. Its spin multiplicity is 1. The total energy is -9028.7636 eV. For the HOMO-LUMO gap, the calculation gives 10.4 eV. The HOMO energy comes out at -13.7 eV. As for the maximum force: 2.9 eV Å⁻¹. Its LUMO energy is -3.3 eV. For the energy relative to the best compared isomer or geometry (same formula, charge and spin), the calculation gives 65.9 kJ/mol.

Last column: natural (NBO) charge in e.
Cartesian coordinates (Å):
Rb (-1.92237, -0.60352, -0.28879)  0.9895
O (-1.82886, 2.29984, 0.27613)  -0.9811
O (1.16824, -1.09615, -0.63684)  -0.7506
O (-3.76928, -2.37728, 1.06212)  -0.9774
C (1.42640, 0.19354, -0.19750)  -0.0709
C (2.81667, 0.36959, -0.74669)  -0.6665
H (2.00644, -1.52459, -0.44853)  0.4797
H (3.32763, 1.30745, -0.52884)  0.2313
H (-1.96339, 2.81605, -0.51864)  0.4867
H (2.70247, 0.31241, -1.82918)  0.2281
H (-3.22825, -3.03241, 1.50295)  0.4849
H (1.25899, 0.15564, 0.87890)  0.1678
H (3.62566, -0.29086, -0.43454)  0.2252
H (-4.51526, -2.24853, 1.64791)  0.4961
H (0.65884, 0.76936, -0.71458)  0.1597
H (-1.76393, 2.94947, 0.97613)  0.4976

Cartesian forces, eV/Å:
0.1 0.0 0.0
0.0 -0.5 -0.1
-1.3 -2.5 -0.3
0.3 0.3 -0.2
0.4 -0.3 0.0
1.1 2.5 -0.2
-0.3 -0.9 -0.2
-0.5 0.5 0.0
0.0 0.3 -0.2
0.3 -0.1 0.0
0.1 -0.4 0.2
0.4 1.0 0.2
-0.7 -0.9 0.3
-0.3 0.0 0.1
0.4 0.9 0.3
0.0 0.1 0.3

No. 2
The following is a quantum chemistry calculation of a structure of composition C19H26CaCl5F6MgN2O12PS in a non-equilibrium geometry, from the Open Molecules 2025 dataset.

The charge is 0. Its spin multiplicity is 1. The total energy is -170590.6249 eV. For the HOMO-LUMO gap, the calculation gives 2.4 eV. The HOMO energy comes out at -7.0 eV. As for the maximum force: 4.3 eV Å⁻¹. Its LUMO energy is -4.6 eV. For the energy relative to the best compared isomer or geometry (same formula, charge and spin), the calculation gives 0.0 kJ/mol.

Last column: Mulliken charge in e.
Cartesian coordinates (Å):
Ca (-1.77147, -0.33920, 0.58128)  1.3737
Cl (1.60585, -2.70296, -0.03133)  -0.0366
Cl (-5.50564, 0.79037, 2.64468)  -0.1337
Cl (-8.00233, 1.30397, 1.26209)  -0.0785
Cl (2.77503, -0.81542, -1.96149)  -0.1157
Cl (-5.87103, 3.26666, 1.14168)  -0.1177
S (5.62107, -3.00099, 3.66067)  1.0254
P (-4.75383, -4.60039, -0.03610)  0.9394
Mg (-0.09761, -4.06471, 1.07658)  0.8928
F (-3.49279, -3.65272, -0.53002)  -0.2191
F (-5.01862, -3.18329, 0.80500)  -0.3648
F (-5.37537, -5.34323, 1.29072)  -0.3330
F (-4.69761, -5.21613, -1.54369)  -0.3064
F (-6.31890, -4.44263, -0.50987)  -0.3361
F (-3.57100, -5.70207, 0.32076)  -0.3166
O (0.72578, 3.89929, -1.49892)  -0.5313
O (6.99940, -2.35745, 4.17776)  -0.3127
O (-2.18981, 8.96165, -0.77387)  -0.5286
O (-1.89052, -1.28155, -2.20411)  -0.6142
O (-2.01099, -3.07056, -3.54234)  -0.4499
O (4.78076, -1.63138, 3.55178)  -0.2641
O (5.07514, -3.79154, 4.70410)  -0.5635
O (-0.04317, -2.47169, -2.75012)  -0.6424
O (5.81643, -3.50101, 2.35015)  -0.5180
O (0.16489, 5.54166, 1.14649)  -0.5697
O (5.15414, -3.74810, -0.13305)  -0.8376
O (-1.26233, -5.96429, -2.05372)  -0.4678
N (-0.92768, 7.50827, 0.48401)  -0.2823
N (1.25316, -6.61805, 0.95040)  -0.4032
C (-1.22911, 2.36055, -1.66094)  -0.0428
C (-1.04671, 7.06073, -1.88292)  0.4344
C (3.61005, -7.73606, 0.81666)  -0.7385
C (-1.25917, 7.13397, -3.23288)  -0.7103
C (-0.18419, 3.06065, -0.76536)  -0.1272
C (-1.26008, -2.21690, -2.78104)  0.6038
C (-1.47888, 7.99145, -0.76226)  0.0779
C (2.29270, -7.11047, 0.89477)  0.3294
C (0.08454, 4.99674, -2.03071)  0.2445
C (-0.38132, 6.02233, -1.21650)  0.4005
C (-2.60029, 2.08287, 0.59614)  -1.7701
C (2.96755, -2.37419, -1.16822)  -0.2659
C (-0.31117, 6.22530, 0.27904)  0.2208
C (6.97254, -0.94180, 3.96967)  -0.3657
C (-0.07335, 5.03594, -3.40889)  -0.3167
C (-2.61550, 2.12819, -0.99151)  -0.5972
C (5.51878, -0.55823, 4.14530)  -0.3278
C (-6.66500, 2.03273, 2.13289)  0.0206
C (-0.73926, 6.09830, -4.00880)  -0.4037
H (-2.54410, 3.11436, 0.95624)  0.3987
H (-1.74298, 1.51619, 1.04087)  0.8569
H (5.43789, -4.09046, 0.72944)  0.3385
H (-1.41043, 2.87966, -2.60824)  0.2353
H (4.15566, -7.55900, 1.74146)  0.2604
H (-1.27326, -3.63810, -3.81933)  0.3191
H (-0.11994, 8.08400, 0.73507)  0.3181
H (-0.88705, 6.11465, -5.08644)  0.4098
H (-0.96318, -6.33308, -1.20808)  0.2169
H (-3.59066, 1.72114, 0.91696)  0.1527
H (-0.81675, 1.37646, -1.93980)  0.1407
H (5.27731, 0.38310, 3.65759)  0.3074
H (5.24800, -0.50005, 5.20211)  0.2812
H (-0.60932, 3.68795, 0.02646)  0.0078
H (3.49961, -8.80818, 0.66396)  0.3199
H (-3.37540, 2.85254, -1.29546)  0.4481
H (-2.95934, 1.13259, -1.34420)  0.4525
H (2.98761, -3.15446, -1.91974)  0.2346
H (-7.05441, 2.51325, 3.02163)  0.3300
H (4.16792, -7.30865, -0.01527)  0.2701
H (3.89897, -2.38689, -0.58722)  0.3787
H (0.45665, 2.29388, -0.30687)  0.1238
H (-1.81095, 7.97448, -3.64308)  0.4920
H (7.62522, -0.43886, 4.67831)  0.3115
H (7.31682, -0.74106, 2.95266)  0.3009
H (0.31302, 4.24995, -4.05301)  0.5405

Cartesian forces, eV/Å:
-0.5 -3.0 -3.0
-0.5 0.3 0.8
0.0 0.0 0.1
0.1 0.0 0.1
-0.2 -0.1 0.2
0.0 0.0 0.1
0.3 0.4 0.0
-0.7 -0.9 -0.6
-0.1 -1.4 -1.2
0.7 0.5 -0.5
0.0 0.1 0.9
-0.6 0.0 -0.1
0.5 -0.6 0.3
-0.2 0.9 0.4
1.0 0.4 0.2
-0.4 -0.2 -0.1
-0.5 0.0 0.3
0.6 -0.6 -0.5
-0.3 1.3 2.0
0.6 0.7 0.3
0.3 -0.1 -0.2
0.0 -0.1 -0.1
-0.1 0.6 0.6
0.0 0.0 1.0
-0.2 0.2 -0.5
-0.4 -0.3 -0.2
0.5 0.6 0.6
1.2 -0.6 -0.2
0.3 0.5 0.1
-0.2 -0.3 0.3
-0.2 0.4 2.4
-0.1 0.0 0.0
-0.1 0.1 -0.2
0.2 0.3 -0.2
0.6 -1.0 -0.3
-0.5 0.7 0.0
-0.3 0.2 0.0
0.6 -1.0 0.6
-0.1 -0.7 -1.1
-0.6 0.9 -1.3
1.1 0.4 -1.2
-0.4 0.5 -1.1
0.1 0.3 -0.5
-0.2 0.5 -0.6
0.8 -1.3 0.8
0.0 0.1 0.5
-0.2 -0.1 -0.2
-0.2 0.2 -0.1
0.3 -0.4 0.3
-0.4 1.9 0.3
-0.3 0.3 -0.8
0.2 0.0 0.3
0.0 0.0 0.0
-0.6 -0.6 -0.3
-0.7 0.5 0.7
0.1 -0.1 0.2
-0.1 -0.3 -0.1
0.5 -0.3 0.3
-0.2 0.2 -0.1
-0.1 -0.1 -0.2
0.0 0.0 0.0
-0.1 -0.3 -0.1
-0.1 0.0 0.0
0.1 -0.1 0.2
-0.2 0.5 -0.2
-0.3 -0.1 0.1
0.1 0.0 0.0
0.0 0.1 0.0
0.0 -0.5 0.5
0.0 0.3 0.0
0.1 -0.2 -0.1
0.0 -0.2 0.1
0.0 0.0 0.0
0.0 0.0 0.4

No. 3
The following is a quantum chemistry calculation of a cluster of 2 separate species, C3H7NO2 in total, from the Open Molecules 2025 dataset.

The charge is 0. Its spin multiplicity is 1. The total energy is -8809.5177 eV. For the HOMO-LUMO gap, the calculation gives 11.3 eV. The HOMO energy comes out at -10.7 eV. The structure (SMILES) is N=C=O.CCO. As for the maximum force: 0.8 eV Å⁻¹. Its LUMO energy is 0.6 eV. For the energy relative to the best compared isomer or geometry (same formula, charge and spin), the calculation gives 97.6 kJ/mol.

Last column: natural (NBO) charge in e.
Cartesian coordinates (Å):
O (-2.75189, 1.63765, 0.19846)  -0.5286
O (1.26099, -0.19258, 0.79889)  -0.7370
N (-0.59545, 1.95910, 1.16043)  -0.7914
C (-1.67282, 1.74619, 0.65048)  0.8471
C (0.30941, -1.01146, 0.11599)  -0.0703
C (0.10850, -0.43217, -1.27011)  -0.6304
H (1.47723, -0.61261, 1.64142)  0.4805
H (0.22386, 1.34952, 1.09932)  0.4431
H (0.68059, -2.04287, 0.05043)  0.1720
H (1.02124, -0.52559, -1.86462)  0.2161
H (-0.64159, -1.03144, 0.66971)  0.1643
H (-0.70754, -0.94735, -1.78506)  0.2211
H (-0.14467, 0.63050, -1.20867)  0.2135

Cartesian forces, eV/Å:
0.7 0.1 0.3
0.1 -0.1 0.3
-0.5 0.0 -0.2
-0.2 0.0 0.0
-0.2 -0.2 -0.2
0.0 0.0 0.0
0.0 0.1 -0.1
-0.1 0.0 0.0
-0.1 0.2 0.0
-0.1 0.0 0.1
0.1 0.0 -0.1
0.1 0.0 0.1
0.0 -0.2 0.0